# 1
DFT (wB97M-V/def2-TZVPD) results for a molecular structure, C22H16ClCoF3NO8.

Geometry (Å):
Co (-0.061, -1.858, -0.101)
O (1.592, -3.537, -3.422)
C (0.887, -2.727, -2.588)
O (0.465, -3.213, -1.504)
C (0.650, -1.391, -2.962)
C (1.058, -0.816, -4.199)
C (0.654, 0.447, -4.508)
C (-0.199, 1.132, -3.609)
C (-0.531, 0.525, -2.399)
N (-0.075, -0.670, -2.044)
C (-1.472, 1.144, -1.422)
O (-1.929, 2.384, -1.703)
O (-1.856, 0.584, -0.433)
H (1.690, -4.380, -2.953)
H (1.685, -1.406, -4.847)
H (0.947, 0.929, -5.430)
H (-0.569, 2.108, -3.890)
H (-1.539, 2.729, -2.517)
O (-3.409, -3.369, 1.200)
Cl (-2.249, -3.549, 0.401)
O (-2.280, -4.823, -0.210)
O (-1.076, -3.407, 1.225)
O (-2.187, -2.518, -0.595)
F (2.678, -1.800, -0.191)
C (1.680, -2.309, 0.610)
F (1.884, -3.648, 0.551)
F (2.096, -2.005, 1.870)
C (0.846, 4.908, 0.525)
C (1.654, 4.282, -0.409)
C (1.748, 2.906, -0.430)
C (1.033, 2.119, 0.482)
C (0.210, 2.763, 1.407)
C (0.123, 4.140, 1.427)
C (1.096, 0.678, 0.319)
C (0.328, -0.264, 0.877)
C (-0.368, -0.324, 2.142)
C (0.356, -0.157, 3.333)
C (-0.240, -0.407, 4.552)
C (-1.563, -0.815, 4.621)
C (-2.306, -0.932, 3.458)
C (-1.721, -0.685, 2.232)
H (0.770, 5.986, 0.549)
H (2.202, 4.873, -1.132)
H (2.372, 2.422, -1.168)
H (-0.373, 2.172, 2.095)
H (-0.528, 4.621, 2.142)
H (1.741, 0.386, -0.504)
H (1.397, 0.126, 3.286)
H (0.335, -0.294, 5.460)
H (-2.008, -1.038, 5.582)
H (-3.334, -1.258, 3.495)
H (-2.304, -0.759, 1.328)

Relative energy (zero: lowest compared OMol25 entry of this formula, charge and spin): 180.8 kJ/mol
Frontier orbital gap (alpha / beta): 5.2 / 4.7 eV
Total charge: -1
Largest force on an atom: 0.1049 Eh/bohr
DFT total energy: -3646.96244 Ha
LUMO energy (alpha / beta): 1.08 / 1.02 eV
<S²>: 0.849
Multiplicity: 2
HOMO energy (alpha / beta): -4.1 / -3.7 eV


# 2
DFT (wB97M-V/def2-TZVPD) results for a molecular structure, C22H16IPRhSe2Te2.

Geometry (Å):
Rh (-0.329, -2.840, -0.329)
I (2.278, -2.819, 0.143)
C (3.199, -0.932, 0.100)
C (4.554, -1.073, 0.152)
C (5.394, 0.053, 0.105)
C (4.832, 1.285, 0.002)
C (3.427, 1.449, -0.044)
C (2.912, 2.760, -0.142)
C (1.573, 2.986, -0.183)
C (0.698, 1.892, -0.116)
C (1.139, 0.593, -0.017)
P (-0.287, -0.557, 0.067)
C (-1.224, -0.023, 1.518)
C (-0.587, 0.598, 2.590)
C (-1.293, 0.875, 3.753)
C (-2.633, 0.538, 3.849)
C (-3.273, -0.086, 2.785)
C (-2.568, -0.386, 1.631)
C (-1.238, -0.017, -1.410)
C (-2.293, 0.890, -1.354)
C (-2.973, 1.248, -2.512)
C (-2.602, 0.707, -3.732)
C (-1.547, -0.196, -3.797)
C (-0.873, -0.560, -2.643)
C (2.543, 0.324, 0.013)
H (4.994, -2.061, 0.223)
H (6.467, -0.076, 0.145)
H (5.456, 2.169, -0.045)
H (3.612, 3.586, -0.184)
H (1.177, 3.990, -0.263)
H (-0.366, 2.088, -0.141)
H (0.459, 0.870, 2.516)
H (-0.790, 1.351, 4.585)
H (-3.181, 0.753, 4.757)
H (-4.321, -0.347, 2.859)
H (-3.059, -0.902, 0.818)
H (-2.599, 1.311, -0.404)
H (-3.794, 1.952, -2.457)
H (-3.132, 0.987, -4.633)
H (-1.251, -0.618, -4.749)
H (-0.047, -1.254, -2.706)
Se (-2.686, -3.029, -0.681)
Te (-3.898, -5.119, -0.381)
Te (-1.905, -6.880, 0.199)
Se (0.035, -5.478, 0.112)

Relative energy (zero: lowest compared OMol25 entry of this formula, charge and spin): 0.0 kJ/mol
Frontier orbital gap (alpha / beta): 4.7 / 4.7 eV
Total charge: +1
Largest force on an atom: 0.0392 Eh/bohr
DFT total energy: -6936.25054 Ha
LUMO energy (alpha / beta): -5.68 / -5.68 eV
Multiplicity: 1
HOMO energy (alpha / beta): -10.4 / -10.4 eV


# 3
DFT (wB97M-V/def2-TZVPD) results for a single C22H17BrN6 molecule.

Geometry (Å):
C (-0.634, -2.740, -1.254)
C (0.499, -1.948, -0.739)
C (1.746, -2.251, -1.332)
C (2.885, -1.544, -0.888)
C (2.826, -0.554, 0.075)
C (1.547, -0.201, 0.710)
C (0.395, -1.037, 0.304)
C (-0.893, -0.638, 1.010)
C (-0.919, -0.698, 2.331)
C (-2.059, -0.224, 3.027)
C (-2.073, -0.319, 4.493)
C (-3.188, 0.232, 5.195)
C (-4.246, 0.877, 4.452)
C (-4.188, 0.797, 3.029)
C (-3.072, 0.267, 2.325)
N (-2.988, 0.447, 0.943)
C (-1.866, 0.106, 0.317)
C (-1.582, 0.683, -1.085)
N (-0.207, 1.341, -1.217)
C (0.693, 1.107, -2.239)
N (0.284, 0.231, -3.185)
C (1.222, -0.091, -4.133)
N (2.517, 0.409, -4.210)
C (2.825, 1.403, -3.254)
N (3.971, 2.200, -3.018)
N (3.924, 2.955, -1.933)
C (2.827, 2.482, -1.420)
Br (2.610, 3.061, 0.428)
C (1.973, 1.712, -2.318)
H (-0.927, -2.340, -2.244)
H (-1.440, -2.725, -0.560)
H (-0.269, -3.719, -1.324)
H (1.723, -3.027, -2.041)
H (3.769, -1.769, -1.370)
H (3.748, -0.071, 0.459)
H (1.481, 0.490, 1.577)
H (-0.167, -1.227, 2.873)
H (-1.246, -0.853, 4.910)
H (-3.368, 0.193, 6.279)
H (-5.218, 1.235, 4.978)
H (-5.036, 1.183, 2.488)
H (-2.369, 1.342, -1.547)
H (-1.575, -0.181, -1.748)
H (0.221, 1.830, -0.471)
H (1.150, -0.745, -4.986)
H (4.694, 2.317, -3.686)

Relative energy (zero: lowest compared OMol25 entry of this formula, charge and spin): 262.7 kJ/mol
Frontier orbital gap: 8.6 eV
Largest force on an atom: 0.1089 Eh/bohr
DFT total energy: -3751.02244 Ha
LUMO energy: 0.01 eV
Multiplicity: 1
SMILES string: Cc1ccccc1-c1cc2ccccc2nc1CNc1ncnc2[nH]nc(Br)c12
HOMO energy: -8.6 eV


# 4
DFT (wB97M-V/def2-TZVPD) results for a single C22H17ClN2O3S molecule.

Geometry (Å):
O (-4.147, -1.252, -0.752)
C (-4.704, -0.197, -0.571)
O (-5.711, -0.052, 0.284)
C (-4.330, 1.092, -1.254)
C (-3.389, 1.912, -0.343)
C (-2.468, 1.098, 0.505)
C (-2.266, 1.173, 1.860)
C (-1.249, 0.264, 2.195)
C (-0.861, -0.375, 1.041)
C (0.143, -1.413, 0.857)
C (-0.099, -2.529, 0.057)
C (0.878, -3.493, -0.107)
C (2.103, -3.361, 0.525)
C (2.345, -2.266, 1.338)
C (1.372, -1.299, 1.505)
N (-1.608, 0.151, 0.015)
N (-1.538, -0.204, -1.310)
C (-0.425, -0.251, -2.094)
O (-0.486, -0.729, -3.207)
C (0.844, 0.249, -1.522)
S (2.240, -0.741, -1.856)
C (3.255, 0.314, -0.922)
C (4.608, 0.156, -0.656)
C (5.240, 1.108, 0.115)
C (4.542, 2.209, 0.614)
C (3.201, 2.373, 0.352)
C (2.540, 1.417, -0.421)
C (1.163, 1.356, -0.796)
Cl (0.077, 2.621, -0.399)
H (-5.903, -0.886, 0.743)
H (-5.232, 1.670, -1.451)
H (-3.838, 0.858, -2.198)
H (-2.810, 2.590, -0.976)
H (-3.988, 2.518, 0.338)
H (-2.791, 1.819, 2.536)
H (-0.861, 0.073, 3.175)
H (-1.059, -2.653, -0.422)
H (0.681, -4.351, -0.733)
H (2.866, -4.113, 0.388)
H (3.297, -2.159, 1.836)
H (1.563, -0.435, 2.125)
H (-2.344, -0.729, -1.654)
H (5.140, -0.697, -1.046)
H (6.292, 1.002, 0.337)
H (5.064, 2.938, 1.215)
H (2.654, 3.220, 0.736)

Frontier orbital gap: 8.1 eV
Largest force on an atom: 0.0149 Eh/bohr
DFT total energy: -2042.20112 Ha
LUMO energy: 0.22 eV
Multiplicity: 1
SMILES string: O=C(O)CCc1ccc(-c2ccccc2)n1NC(=O)c1sc2ccccc2c1Cl
HOMO energy: -7.9 eV


# 5
DFT (wB97M-V/def2-TZVPD) results for a molecular structure, C22H17Co2N2O6.

Geometry (Å):
O (2.868, 0.136, 2.566)
C (2.233, 0.311, 1.618)
Co (1.486, 0.440, 0.000)
C (1.685, 2.043, -0.730)
O (1.877, 2.998, -1.367)
C (2.654, -0.488, -0.926)
O (3.360, -1.152, -1.565)
C (-0.110, -0.596, -0.730)
C (-0.336, -0.671, -2.174)
C (-0.495, 0.518, -2.914)
C (-0.466, 0.505, -4.302)
C (-0.440, -0.711, -4.997)
C (-0.512, -1.913, -4.267)
C (-0.510, -1.897, -2.864)
C (-0.467, -1.577, 0.232)
C (-0.258, -2.880, 0.432)
Co (-0.932, 0.017, 0.758)
C (-2.640, -0.393, 1.010)
O (-3.692, -0.724, 1.364)
C (-0.913, 1.817, 0.681)
O (-1.090, 2.961, 0.731)
C (-0.715, -0.321, 2.482)
O (-0.590, -0.594, 3.605)
H (-0.600, 1.463, -2.384)
H (-0.483, 1.459, -4.829)
H (-0.435, -0.738, -6.089)
H (-0.565, -2.877, -4.782)
H (-0.585, -2.831, -2.304)
H (-0.685, -3.374, 1.312)
H (0.257, -3.478, -0.329)
C (3.865, 8.269, 1.453)
N (4.461, 6.987, 1.763)
C (5.848, 7.120, 2.167)
C (3.809, 5.782, 1.630)
C (4.481, 4.536, 1.747)
C (3.766, 3.341, 1.582)
N (2.453, 3.313, 1.356)
C (1.795, 4.469, 1.208)
C (2.411, 5.715, 1.368)
H (3.035, 8.144, 0.763)
H (3.514, 8.795, 2.354)
H (4.631, 8.899, 0.983)
H (6.205, 6.202, 2.631)
H (6.500, 7.367, 1.310)
H (5.936, 7.943, 2.893)
H (5.544, 4.496, 1.946)
H (4.279, 2.379, 1.626)
H (0.733, 4.420, 0.946)
H (1.813, 6.617, 1.288)

Relative energy (zero: lowest compared OMol25 entry of this formula, charge and spin): 0.0 kJ/mol
Frontier orbital gap: 6.2 eV
Total charge: -1
Largest force on an atom: 0.1065 Eh/bohr
DFT total energy: -4174.98791 Ha
LUMO energy: 2.29 eV
Multiplicity: 1
HOMO energy: -3.9 eV